92
Properties=species:S:1:pos:R:3 method="wB97M-V/def2-TZVPD" total_charge=+2 orbital_gap_ha="0.1706 / 0.1980" spin_multiplicity=5
P 1.253 1.022 -2.220
C 2.972 1.433 -2.473
C 3.717 0.810 -3.487
H 3.282 -0.012 -4.059
C 5.007 1.259 -3.766
H 5.578 0.783 -4.564
C 5.558 2.316 -3.032
H 6.564 2.670 -3.263
C 4.823 2.918 -2.003
H 5.251 3.739 -1.428
C 3.533 2.474 -1.711
H 2.952 2.928 -0.909
C 0.918 -0.574 -2.973
C 1.677 -1.692 -2.571
H 2.501 -1.565 -1.865
C 1.393 -2.952 -3.096
H 1.942 -3.822 -2.730
C 0.430 -3.091 -4.101
H 0.238 -4.072 -4.541
C -0.277 -1.974 -4.550
H -1.008 -2.071 -5.355
C -0.059 -0.722 -3.975
H -0.616 0.150 -4.328
C 0.231 2.291 -2.980
C 0.636 2.848 -4.206
H 1.550 2.491 -4.686
C -0.128 3.850 -4.805
H 0.188 4.264 -5.763
C -1.285 4.324 -4.177
H -1.873 5.118 -4.642
C -1.687 3.781 -2.951
H -2.584 4.147 -2.447
C -0.942 2.759 -2.362
H -1.260 2.328 -1.414
Ru 0.162 0.124 2.128
C -1.512 -1.100 1.927
C -1.865 -1.460 0.670
H -2.076 -1.477 2.796
C -1.054 -0.802 -0.430
O -1.957 -0.007 -1.246
H -1.475 0.337 -2.025
C -0.055 0.037 0.227
H -0.521 -1.563 -1.039
C 0.898 0.890 -0.088
Cl 2.048 1.403 2.786
P -1.276 1.942 2.638
P 1.579 -1.757 2.318
C -0.773 3.104 3.926
H 0.321 3.089 3.983
H -1.195 2.797 4.888
H -1.124 4.108 3.652
C -1.466 2.982 1.170
H -2.209 2.530 0.502
H -0.498 3.043 0.662
H -1.789 3.987 1.471
C -2.962 1.411 3.047
H -2.919 0.770 3.935
H -3.380 0.850 2.203
H -3.587 2.289 3.258
C 2.504 -1.989 3.852
H 1.838 -2.409 4.612
H 2.856 -1.008 4.187
H 3.355 -2.660 3.671
C 0.753 -3.359 2.068
H 0.275 -3.381 1.081
H -0.019 -3.473 2.840
H 1.476 -4.183 2.144
C 2.866 -1.669 1.043
H 3.196 -0.629 0.955
H 2.456 -2.010 0.087
H 3.711 -2.305 1.340
P -3.222 -2.530 0.112
C -3.818 -3.510 1.469
C -2.505 -3.545 -1.184
H -4.162 -2.858 2.282
H -3.025 -4.173 1.838
H -4.657 -4.117 1.103
H -2.140 -2.921 -2.011
H -3.270 -4.235 -1.562
H -1.664 -4.125 -0.778
C -4.487 -1.460 -0.561
H -4.795 -0.738 0.206
H -5.347 -2.066 -0.870
H -4.071 -0.910 -1.414
H 1.566 1.492 0.515
F -1.219 -1.719 6.428
Te -0.202 -0.145 6.087
F -0.257 0.241 7.954
F 1.405 -1.110 6.448
F -1.830 0.866 5.971
F 0.829 1.445 5.898
O -0.187 -0.489 4.259